C22H31CeN3P2S as an isolated structure. Source: OMol25; level of theory: ωB97M-V/def2-TZVPD.

XYZ file:
```
60
Properties=species:S:1:pos:R:3:forces:R:3
C -1.511 2.907 -3.170 -0.08 -1.60 0.70
C -1.227 1.583 -2.800 0.01 0.88 -1.26
C 0.124 1.091 -3.036 1.30 1.58 -0.10
C 1.183 2.104 -2.851 -0.80 -0.41 -0.51
C 0.843 3.465 -3.046 -0.77 0.94 0.28
C -0.463 3.830 -3.318 1.35 0.41 -0.34
C 2.503 1.703 -2.638 -0.87 -0.82 1.09
C 2.737 0.322 -2.674 0.07 -0.39 -0.40
C 1.623 -0.608 -2.873 1.24 1.14 -0.13
C 1.866 -1.963 -2.437 0.80 -0.22 -1.04
C 3.172 -2.448 -2.511 -1.21 0.36 0.30
C 4.259 -1.564 -2.594 0.70 1.23 -0.71
C 4.059 -0.198 -2.581 0.31 -0.58 0.65
H -2.546 3.234 -3.321 0.34 -0.09 0.52
H 1.647 4.214 -3.005 -0.45 -0.32 -0.13
H -0.681 4.847 -3.620 -0.02 -0.05 0.11
H 3.190 2.381 -2.085 0.02 -0.27 -1.44
H 3.368 -3.516 -2.488 -0.11 0.06 0.46
H 5.273 -1.940 -2.705 -0.18 -0.07 0.24
H 4.896 0.512 -2.477 -0.43 -0.49 -0.22
N 0.415 -0.181 -3.303 -0.68 -0.63 3.21
Ce 1.109 0.841 1.244 -3.91 -1.17 0.36
C -2.176 0.714 -2.037 1.14 -0.49 -0.34
H -2.095 -0.323 -2.388 -0.25 0.14 0.11
H -3.200 1.083 -2.087 -0.08 -0.10 0.20
C 0.749 -2.712 -1.778 -0.07 1.18 -0.61
H -0.188 -2.550 -2.339 0.25 -0.27 0.31
H 1.003 -3.771 -1.674 -0.29 0.13 0.19
P -1.622 0.698 -0.211 -1.09 0.92 -0.80
P 0.519 -1.939 -0.044 0.49 -1.63 -0.39
C 1.800 -2.937 0.829 0.03 0.20 0.04
H 1.686 -2.803 1.913 0.04 -0.28 -0.23
H 1.688 -3.995 0.543 0.07 0.35 0.28
H 2.798 -2.585 0.551 -0.11 -0.09 -0.02
C -0.948 -2.945 0.394 -0.32 0.07 0.28
H -0.679 -4.007 0.483 -0.05 0.35 -0.04
H -1.343 -2.592 1.347 -0.15 -0.20 0.09
H -1.738 -2.855 -0.360 0.19 0.01 0.11
C -2.157 2.403 0.248 -0.11 0.01 0.00
H -3.207 2.529 -0.066 0.36 0.17 0.20
H -2.081 2.560 1.336 -0.12 0.04 -0.22
H -1.539 3.158 -0.256 -0.13 -0.15 0.06
C -3.052 -0.236 0.423 -0.35 -0.29 0.53
H -2.970 -0.383 1.512 -0.20 -0.06 -0.28
H -3.984 0.318 0.208 0.44 -0.26 0.10
H -3.118 -1.229 -0.042 0.04 0.35 0.17
H 1.805 1.418 -0.018 3.11 1.51 -4.36
H 2.302 -0.237 0.192 0.33 0.65 0.08
S 1.222 -0.391 3.378 0.21 -1.63 2.82
C -0.147 -0.001 4.353 -0.64 0.09 0.70
N -0.156 -0.159 5.676 0.59 -0.14 -1.11
C -1.437 0.176 6.261 -0.56 0.39 0.83
C -2.269 0.576 5.028 -1.62 0.36 1.03
N -1.346 0.460 3.943 1.51 -0.42 -0.93
H 0.639 -0.499 6.201 -0.06 0.04 -0.15
H -1.337 1.017 6.966 0.03 -0.37 -0.24
H -1.872 -0.676 6.800 0.22 0.20 -0.18
H -2.636 1.607 5.116 0.04 -0.30 -0.04
H -3.140 -0.092 4.918 0.38 0.27 -0.17
H -1.611 0.584 2.972 0.10 -0.20 0.34
```
Forces are in eV/Å.

highest occupied orbital energy (alpha / beta)	-12.316 / -12.316	eV
molar mass	571.64	g mol⁻¹
E	-70108.859	eV
charge	+2
spin multiplicity	1